{"formula": "CH5Cl2OPSi", "method": "wB97M-V/def2-TZVPD", "species": ["C", "O", "Si", "P", "Cl", "Cl", "H", "H", "H", "H", "H"], "positions_angstrom": [[0.81095, 0.39346, -1.05599], [-1.77735, 0.07198, 1.71865], [1.61923, -0.26683, 0.51796], [-1.84194, -0.03760, 0.29086], [-3.11272, 1.38948, -0.48028], [-2.51294, -1.76484, -0.41610], [0.94129, 1.42659, -1.13420], [0.35392, 0.04971, -1.94804], [1.93547, -1.70536, 0.18240], [2.78728, 0.50754, 0.59382], [0.79680, -0.06413, 1.73093]], "gap_ha": [0.2677, 0.3028], "e_above_lowest_kj_mol": 413.0}

{"formula": "C28H49BrHfNO3P3", "method": "wB97M-V/def2-TZVPD", "species": ["N", "C", "C", "C", "C", "C", "C", "Hf", "P", "C", "C", "C", "C", "C", "C", "C", "Br", "H", "H", "H", "H", "H", "H", "H", "H", "H", "H", "P", "C", "C", "H", "H", "H", "H", "H", "C", "C", "H", "H", "H", "H", "H", "C", "C", "H", "H", "H", "H", "H", "C", "C", "H", "H", "H", "H", "H", "C", "C", "H", "H", "H", "H", "H", "C", "C", "H", "H", "H", "H", "H", "C", "O", "P", "O", "C", "O", "C", "H", "H", "H", "H", "H", "H", "H", "H", "H"], "positions_angstrom": [[3.64197, -2.62267, 4.51928], [2.87515, -3.34337, 3.70137], [2.46490, -2.88789, 2.46456], [3.07688, -1.72023, 1.96160], [3.83138, -0.91279, 2.84231], [4.11825, -1.44635, 4.10050], [2.83591, -1.33580, 0.58754], [-0.14824, -0.42984, -0.05693], [-1.57546, 0.81444, -1.81392], [2.72664, 0.00475, 0.24162], [2.83855, 0.50421, -1.11852], [3.05525, 1.88597, -1.35655], [2.76730, 2.40095, -2.60733], [2.13937, 1.54107, -3.52038], [2.15019, 0.16880, -3.40719], [2.54736, -0.37903, -2.18137], [1.31191, 2.27748, -5.12171], [2.53372, -2.15872, -0.13140], [2.81596, 0.74331, 1.04176], [1.65979, -3.37985, 1.91035], [4.16536, 0.09789, 2.59740], [2.58190, -4.33575, 4.04205], [4.77696, -0.89228, 4.77996], [3.43255, 2.51641, -0.52755], [2.53639, -1.45880, -2.01238], [2.85761, 3.47688, -2.82894], [1.73309, -0.46497, -4.19490], [-0.38037, 1.25669, 2.05236], [-1.64521, -0.34863, -3.28277], [-1.54075, 0.35847, -4.63036], [-2.53768, -0.99909, -3.23436], [-0.79329, -1.04891, -3.18051], [-1.48560, -0.35885, -5.46997], [-2.38772, 1.03643, -4.83475], [-0.59446, 0.92916, -4.65663], [-0.75879, 2.42443, -2.18810], [-1.56349, 3.42238, -3.02903], [0.18662, 2.20910, -2.70118], [-0.45715, 2.88985, -1.22997], [-0.93214, 4.27494, -3.32272], [-1.92387, 2.97035, -3.96276], [-2.40902, 3.82966, -2.45922], [-3.29169, 1.28062, -1.33391], [-4.24537, 1.36618, -2.52709], [-3.29113, 2.21138, -0.73824], [-3.61862, 0.49623, -0.63005], [-5.26451, 1.60871, -2.19236], [-3.95285, 2.14249, -3.25024], [-4.28837, 0.39156, -3.02975], [-1.89765, 1.26997, 3.10194], [-3.18408, 1.65275, 2.39416], [-1.68403, 1.97209, 3.92595], [-1.98463, 0.26995, 3.54941], [-4.01630, 1.59191, 3.10611], [-3.17926, 2.67679, 2.00434], [-3.41687, 0.97145, 1.56964], [-0.26760, 3.06273, 1.73405], [1.08265, 3.55322, 1.22598], [-0.51865, 3.54088, 2.69668], [-1.06968, 3.30601, 1.01914], [1.02146, 4.63539, 1.03602], [1.88331, 3.40508, 1.96381], [1.38155, 3.07021, 0.28558], [0.81149, 1.08791, 3.45062], [0.63506, -0.17254, 4.29172], [0.66542, 1.98860, 4.07254], [1.82066, 1.12504, 3.01471], [1.41366, -0.20228, 5.06412], [-0.33119, -0.21742, 4.81239], [0.75047, -1.08646, 3.69326], [1.39881, -4.69852, -2.24284], [0.37416, -3.68079, -2.26740], [0.04154, -2.83201, -0.89753], [-0.10123, -3.95956, 0.31547], [-1.29385, -4.77130, 0.43899], [-1.59032, -1.28390, 0.82386], [-2.65815, -1.76492, 1.59624], [2.39058, -4.23478, -2.26091], [1.22938, -5.29194, -3.13932], [1.30829, -5.32669, -1.35080], [-2.10232, -4.43279, -0.23021], [-1.00339, -5.80131, 0.19519], [-1.61530, -4.72394, 1.49176], [-2.59483, -2.85660, 1.71351], [-2.62337, -1.31680, 2.58862], [-3.65096, -1.53234, 1.13362]], "total_charge": 4, "gap_ha": 0.1246}

{"formula": "C15H14MnN2O2Se", "method": "wB97M-V/def2-TZVPD", "species": ["Mn", "C", "C", "O", "C", "C", "C", "C", "C", "C", "O", "H", "H", "H", "H", "H", "H", "H", "Se", "C", "N", "N", "C", "C", "C", "C", "C", "C", "H", "H", "H", "H", "H", "H", "H"], "positions_angstrom": [[-0.33876, 0.86635, 0.26440], [3.75766, -0.08298, 0.19486], [2.40724, 0.13650, 0.79091], [1.49314, 0.42182, -0.03696], [2.17551, 0.01537, 2.19788], [3.26314, -0.22080, 3.07185], [3.07577, -0.36696, 4.41703], [1.77535, -0.29637, 4.93520], [0.69383, -0.07681, 4.11568], [0.86762, 0.09228, 2.73873], [-0.22050, 0.29218, 2.00648], [3.67797, -0.06978, -0.88787], [4.19003, -1.02478, 0.52851], [4.42492, 0.72200, 0.51080], [4.26403, -0.27360, 2.66701], [3.91697, -0.53522, 5.07389], [1.61705, -0.41438, 5.99939], [-0.31072, -0.01654, 4.51166], [-0.63844, 2.10627, -1.87144], [-0.64025, 3.11515, -0.33755], [-0.60322, 3.39520, 0.79088], [-2.37535, 0.53661, 0.38980], [-2.65617, -0.70695, -0.30847], [-2.19091, -1.89499, 0.23867], [-2.40917, -3.08175, -0.44685], [-3.07508, -3.07251, -1.66357], [-3.52952, -1.87506, -2.19906], [-3.32068, -0.68239, -1.52351], [-2.90756, 1.30261, -0.01413], [-2.59969, 0.47442, 1.38112], [-1.68232, -1.89094, 1.19489], [-2.06172, -4.01470, -0.02413], [-3.24623, -3.99935, -2.19377], [-4.05377, -1.86725, -3.14499], [-3.67404, 0.25482, -1.93742]], "multiplicity": 5, "total_charge": 1, "gap_ha": [0.2466, 0.2850], "s2": 6.10}

{"formula": "C31H28BFIrN14O5", "method": "wB97M-V/def2-TZVPD", "species": ["Ir", "C", "C", "N", "N", "C", "B", "N", "C", "C", "C", "N", "N", "C", "C", "C", "N", "N", "C", "C", "C", "N", "H", "H", "H", "H", "H", "H", "H", "H", "H", "H", "H", "H", "N", "C", "N", "C", "C", "C", "C", "C", "C", "H", "H", "H", "H", "H", "H", "F", "C", "C", "N", "C", "C", "O", "O", "C", "O", "N", "C", "O", "H", "H", "H", "H", "N", "C", "O", "C", "C", "C", "N", "C", "C", "H", "H", "H", "H", "H", "H"], "positions_angstrom": [[-0.42910, 0.11061, -0.12220], [3.96383, -0.92384, 0.60926], [2.86650, -0.86722, -0.25003], [1.84751, -0.24571, 0.34349], [2.26076, 0.09345, 1.59150], [3.54109, -0.29695, 1.76096], [1.35722, 0.99503, 2.46076], [0.93037, 2.19858, 1.53800], [1.33925, 3.47493, 1.51100], [0.79223, 4.10776, 0.39912], [0.06450, 3.12727, -0.24552], [0.14563, 1.97589, 0.44500], [0.05594, 0.18669, 2.80035], [-0.49416, -0.14124, 3.97858], [-1.56405, -0.99205, 3.74808], [-1.60661, -1.14362, 2.36979], [-0.62273, -0.42567, 1.81276], [2.00646, 1.40638, 3.74364], [2.50427, 0.55713, 4.70243], [2.89664, 1.31176, 5.76016], [2.58435, 2.63668, 5.37817], [2.04298, 2.69850, 4.17297], [4.93579, -1.34952, 0.42070], [2.76992, -1.22120, -1.26579], [4.07337, -0.09808, 2.67930], [1.97185, 3.85438, 2.29690], [0.93379, 5.13224, 0.09242], [-0.52467, 3.18828, -1.14975], [-0.10115, 0.24208, 4.90959], [-2.20430, -1.44917, 4.48402], [-2.27339, -1.73384, 1.75845], [2.54484, -0.51375, 4.55349], [3.31507, 0.97104, 6.69271], [2.73630, 3.54263, 5.94771], [-4.99635, 1.94797, 0.17850], [-4.04575, 1.07630, -0.13763], [-2.88078, 1.30374, 0.49804], [-3.11970, 2.37278, 1.28532], [-2.26645, 3.03309, 2.24367], [-2.76078, 4.14923, 2.91130], [-4.04964, 4.59112, 2.68070], [-4.93657, 3.91241, 1.75807], [-4.44151, 2.82044, 1.10794], [-5.95140, 1.94600, -0.15806], [-4.22464, 0.25788, -0.82214], [-1.27588, 2.65659, 2.46982], [-2.13616, 4.66543, 3.62871], [-4.41697, 5.46343, 3.20973], [-5.95062, 4.26594, 1.60143], [3.14479, -5.47465, -3.99858], [2.32628, -5.56972, -3.02163], [1.23260, -4.70495, -2.95249], [0.38100, -4.79291, -1.95288], [-0.73548, -3.85488, -1.86192], [-0.20068, -2.44542, -1.52978], [0.79592, -2.06175, -2.11190], [-0.94221, -1.80751, -0.66627], [0.55651, -5.74207, -0.84569], [-0.19182, -5.70977, 0.07763], [1.61124, -6.59975, -0.99201], [2.58632, -6.60624, -1.99508], [3.51887, -7.34506, -2.01577], [1.05979, -3.95841, -3.71830], [-1.43158, -4.18426, -1.10548], [-1.21692, -3.77929, -2.83527], [1.72258, -7.29443, -0.26220], [-0.13042, 0.81181, -7.31218], [0.30773, 0.00868, -6.32633], [0.91729, -1.03170, -6.46689], [-0.00504, 0.39451, -4.89829], [0.98485, 0.92811, -4.08421], [0.76148, 1.01316, -2.72899], [-0.37569, 0.57747, -2.15915], [-1.35159, 0.10395, -2.95542], [-1.21149, 0.01011, -4.31807], [0.08229, 0.57155, -8.26810], [-0.59753, 1.68318, -7.13676], [1.93656, 1.24276, -4.49399], [1.52439, 1.39279, -2.05976], [-2.25422, -0.24198, -2.46939], [-2.01295, -0.40514, -4.91821]], "multiplicity": 5, "total_charge": 3, "gap_ha": [0.2674, 0.1437], "s2": 6.04}

{"formula": "C7H12LaO4", "method": "wB97M-V/def2-TZVPD", "species": ["C", "C", "O", "La", "H", "H", "H", "H", "H", "O", "C", "O", "O", "C", "C", "C", "C", "H", "H", "H", "H", "H", "H", "H"], "positions_angstrom": [[-1.66350, 1.92716, -1.98270], [-2.26726, 0.89268, -2.90157], [-1.25081, 0.59079, -3.91872], [0.74161, 1.76366, -3.03115], [-1.64354, 1.75867, -0.89703], [-1.45425, -0.19397, -4.43528], [-2.18625, 2.88905, -2.09477], [-3.16414, 1.23163, -3.44284], [-2.51157, -0.05302, -2.39428], [1.41895, -0.38127, 5.74144], [1.11458, -1.03824, 4.72850], [0.85808, -2.25151, 4.62787], [1.11814, -0.28220, 3.56285], [0.82301, -0.93395, 2.34280], [0.94693, 0.08236, 1.21331], [0.61277, -0.53699, -0.11069], [1.53135, -0.83730, -1.05898], [-0.19511, -1.35404, 2.37097], [1.52177, -1.76812, 2.17728], [1.96930, 0.48675, 1.19365], [0.26156, 0.92137, 1.41186], [-0.42194, -0.86232, -0.26046], [1.24499, -1.39321, -1.95611], [2.59532, -0.65798, -0.88594]], "multiplicity": 2, "gap_ha": [0.1285, 0.1270], "s2": 0.75}

{"formula": "C10H14BIMgN6", "method": "wB97M-V/def2-TZVPD", "species": ["H", "N", "B", "N", "C", "Mg", "H", "C", "H", "C", "H", "C", "H", "H", "H", "N", "N", "N", "N", "C", "C", "H", "H", "C", "C", "C", "C", "H", "H", "H", "H", "H", "I"], "positions_angstrom": [[-2.12113, -0.46142, -3.24304], [-0.69846, -0.01204, -1.75317], [1.30155, 0.80205, -0.42916], [0.48549, 0.65329, -1.74385], [0.76395, 1.10628, -2.99377], [-1.42017, -0.86113, 0.11357], [1.67826, 1.66710, -3.18473], [-0.27526, 0.72097, -3.84072], [-0.37033, 0.91996, -4.90714], [-1.17113, 0.01893, -3.00976], [2.31774, 1.42406, -0.63595], [-2.06511, -1.65048, 1.91073], [-3.03056, -2.17269, 1.81682], [-2.17031, -0.83373, 2.64751], [-1.30810, -2.36288, 2.28527], [1.63839, -0.61597, 0.10814], [0.42306, 1.53938, 0.61859], [0.64659, -1.49533, 0.40168], [-0.77434, 1.02478, 0.99849], [2.84532, -1.19439, 0.33976], [0.64177, 2.71355, 1.26533], [3.76551, -0.63937, 0.15958], [1.55651, 3.27804, 1.08747], [2.62685, -2.49293, 0.79962], [-0.45200, 2.96738, 2.09297], [1.22485, -2.63349, 0.81877], [-1.31676, 1.87398, 1.88621], [3.37572, -3.23297, 1.07843], [-0.60284, 3.82285, 2.74947], [0.60653, -3.48460, 1.10412], [-2.29205, 1.65583, 2.32165], [-1.89000, -2.20785, -0.53471], [-3.93953, 0.16284, -0.32818]], "gap_ha": [0.1839, 0.1809], "e_above_lowest_kj_mol": 434.2}

Repeat the sixth record exactly.
{"formula": "C10H14BIMgN6", "method": "wB97M-V/def2-TZVPD", "species": ["H", "N", "B", "N", "C", "Mg", "H", "C", "H", "C", "H", "C", "H", "H", "H", "N", "N", "N", "N", "C", "C", "H", "H", "C", "C", "C", "C", "H", "H", "H", "H", "H", "I"], "positions_angstrom": [[-2.12113, -0.46142, -3.24304], [-0.69846, -0.01204, -1.75317], [1.30155, 0.80205, -0.42916], [0.48549, 0.65329, -1.74385], [0.76395, 1.10628, -2.99377], [-1.42017, -0.86113, 0.11357], [1.67826, 1.66710, -3.18473], [-0.27526, 0.72097, -3.84072], [-0.37033, 0.91996, -4.90714], [-1.17113, 0.01893, -3.00976], [2.31774, 1.42406, -0.63595], [-2.06511, -1.65048, 1.91073], [-3.03056, -2.17269, 1.81682], [-2.17031, -0.83373, 2.64751], [-1.30810, -2.36288, 2.28527], [1.63839, -0.61597, 0.10814], [0.42306, 1.53938, 0.61859], [0.64659, -1.49533, 0.40168], [-0.77434, 1.02478, 0.99849], [2.84532, -1.19439, 0.33976], [0.64177, 2.71355, 1.26533], [3.76551, -0.63937, 0.15958], [1.55651, 3.27804, 1.08747], [2.62685, -2.49293, 0.79962], [-0.45200, 2.96738, 2.09297], [1.22485, -2.63349, 0.81877], [-1.31676, 1.87398, 1.88621], [3.37572, -3.23297, 1.07843], [-0.60284, 3.82285, 2.74947], [0.60653, -3.48460, 1.10412], [-2.29205, 1.65583, 2.32165], [-1.89000, -2.20785, -0.53471], [-3.93953, 0.16284, -0.32818]], "gap_ha": [0.1839, 0.1809], "e_above_lowest_kj_mol": 434.2}